C21H68N2O13 | ωB97M-V/def2-TZVPD

CARTESIAN COORDINATES (ANGSTROEM)
C 2.4992 -4.3214 -1.1072
C 3.9921 -4.2868 -1.0511
O 4.3724 -3.1779 -1.8066
H 2.0936 -5.0524 -0.4200
H 2.0945 -4.6451 -2.0280
H 2.0241 -3.3491 -0.9079
H 4.4270 -5.1842 -1.4910
H 4.3470 -4.2359 0.0032
H 4.6246 -3.5414 -2.6480
C 2.6094 2.3809 1.6750
C 3.0461 3.0673 0.3260
O 2.2629 2.6324 -0.7272
H 1.6287 2.6797 1.8023
H 3.2160 2.6490 2.4858
H 2.7075 1.2790 1.5866
H 4.1212 2.8958 0.1552
H 2.9371 4.1563 0.4184
H 2.3578 3.1708 -1.4727
C -2.4859 -0.0236 -2.3817
C -3.2948 0.8827 -1.3729
O -2.6522 2.1733 -1.2354
H -1.6172 -0.5771 -1.9520
H -2.2275 0.6242 -3.2178
H -3.0771 -0.7812 -2.7776
H -3.4690 0.4209 -0.4336
H -4.2712 1.1144 -1.8953
H -3.0221 2.8069 -1.8517
C 3.7102 -1.3212 1.5343
C 4.0420 -0.7596 0.1258
O 3.0137 -1.1353 -0.6536
H 4.5474 -1.3517 2.2287
H 3.3556 -2.3509 1.4382
H 2.9266 -0.7324 2.0147
H 5.0170 -1.1248 -0.3000
H 4.0899 0.3573 0.0947
H 3.2943 -1.9794 -0.9898
C -5.8653 1.2884 2.6137
C -4.7084 0.8632 1.8176
O -3.8103 0.1495 2.5790
H -6.6952 1.6331 1.9645
H -5.6391 2.1796 3.2086
H -6.3480 0.5703 3.1975
H -4.2288 1.6957 1.4226
H -4.9694 0.2311 0.9629
H -3.0890 -0.1257 2.0411
C 1.4980 -1.1255 -3.5752
C 1.0369 0.1363 -2.8365
O 0.4831 1.0133 -3.7783
H 2.4661 -1.4304 -3.1843
H 1.7218 -1.0256 -4.6945
H 0.8498 -2.0441 -3.4257
H 1.8613 0.6739 -2.4420
H 0.3296 -0.1156 -2.0929
H 0.8425 1.8962 -3.5778
C -0.1411 1.4723 5.1229
C -0.2011 1.1853 3.6478
O 0.7796 0.2137 3.4372
H -0.7125 2.3037 5.4956
H 0.8993 1.6529 5.3454
H -0.4309 0.5750 5.7458
H 0.0439 2.1255 3.1178
H -1.1489 0.8826 3.2138
H 0.8736 0.0481 2.4773
C -0.1944 4.3612 -2.0833
C 0.8614 4.6690 -3.1826
O 1.7720 3.6366 -3.3113
H -1.1970 4.6750 -2.4109
H 0.1464 4.7645 -1.1273
H -0.2345 3.2963 -1.7886
H 1.3388 5.5629 -2.9662
H 0.4401 4.8134 -4.1527
H 2.4505 3.8850 -3.9671
C -0.3566 -0.0877 0.4391
O -1.5297 -0.5652 0.9980
N 0.7307 -0.7397 0.7267
N -0.1583 1.1337 -0.1174
H 0.5990 -1.6438 1.2419
H 1.6376 -0.7106 0.2063
H -0.9866 1.6572 -0.3184
H 0.7783 1.4623 -0.3766
C -0.8426 -3.5521 -1.7150
O -1.8249 -3.1443 -2.6413
H -0.0554 -4.0705 -2.2143
H -1.2509 -4.1850 -0.9828
H -0.3189 -2.7050 -1.2726
H -1.5966 -3.6283 -3.4827
C 0.4590 -3.8538 1.6339
O 1.1034 -2.7894 2.2497
H 1.0599 -4.7033 1.8791
H 0.3682 -3.7098 0.6116
H -0.5258 -3.9389 2.0050
H 0.9351 -2.7794 3.2443
C -3.2055 -2.9078 0.9014
O -4.0720 -4.0272 0.7886
H -2.8763 -2.7938 -0.1614
H -2.3314 -2.9864 1.4928
H -3.8070 -1.9795 1.0861
H -3.4311 -4.7496 0.8293
C -1.8665 3.6524 1.3973
O -3.1617 4.1268 0.8739
H -1.9562 3.5447 2.5006
H -0.9964 4.2835 1.1473
H -1.6307 2.7034 1.0833
H -3.2121 3.7410 -0.0353

Its HOMO energy is -8.78 eV. As for the spin multiplicity: 1. The calculation puts the energy above the lowest of the compared OMol25 structures with the same formula, charge and spin at 26.3 kJ/mol. As for the net charge: 0. The value obtained for the LUMO energy is 0.14 eV.

Results of the Mulliken charge analysis, in e, for atoms 1 through 2:
1. C -0.39
2. C -0.74



C21H70N20O13 | ωB97M-V/def2-TZVPD

CARTESIAN COORDINATES (ANGSTROEM)
C -1.9459 -3.6000 -5.6340
C -1.6152 -3.4598 -4.1376
O -0.7711 -2.2446 -4.0148
H -1.0463 -3.6458 -6.2477
H -2.3578 -2.6672 -6.0190
H -2.6981 -4.3565 -5.8577
H -1.1021 -4.3269 -3.7218
H -2.5582 -3.3662 -3.5990
H -0.5607 -2.2909 -3.0793
C 0.6355 -1.7769 4.1622
C 0.3990 -2.6208 5.4065
O -1.0042 -2.6748 5.6947
H 1.7091 -1.7758 3.9739
H 0.2183 -0.7815 4.3144
H 0.2132 -2.2963 3.3020
H 0.7677 -2.1233 6.3035
H 0.9812 -3.5342 5.2848
H -1.4804 -1.9247 5.3310
C -3.2434 2.3568 -0.8176
O -2.7029 1.9244 0.1909
N -4.2005 1.7386 -1.4844
N -3.0315 3.5368 -1.3017
H -4.4170 2.1620 -2.3754
H -4.4932 0.8258 -1.1662
H -3.4282 3.8094 -2.1896
H -2.2823 4.1011 -0.9271
C -0.6855 3.5484 2.8060
O -0.1587 2.5380 2.9796
N -1.0789 3.9981 1.6359
N -0.9760 4.4445 3.6371
H -1.6596 4.8167 1.5227
H -0.9539 3.3343 0.8850
H -0.8462 4.1454 4.5931
H -1.3922 5.2681 3.2267
C -0.0874 3.8805 -3.0440
O 0.0959 4.9060 -3.6788
N 0.3261 3.6503 -1.7594
N -0.8166 2.8744 -3.4388
H 1.0381 4.2387 -1.3507
H 0.1832 2.7127 -1.4121
H -1.0160 2.1264 -2.7901
H -1.1173 2.8287 -4.4020
C 0.4231 -7.0690 -1.2787
O 1.2114 -6.4414 -0.6163
N 0.8078 -7.7423 -2.3596
N -0.8246 -7.1303 -1.0830
H 0.1143 -8.3564 -2.7621
H 1.7684 -7.6678 -2.6628
H -1.5205 -7.5382 -1.6909
H -1.1620 -6.5351 -0.3401
C 0.5398 -6.3127 2.9101
O -0.4915 -6.9621 2.8668
N 1.2488 -5.9116 1.9025
N 1.0768 -5.9935 4.0855
H 2.1308 -5.4684 2.1161
H 1.1211 -6.1757 0.9360
H 0.3949 -6.1143 4.8207
H 1.9118 -5.4318 4.1712
C -3.1989 0.3959 -4.9058
O -4.3255 0.7455 -5.1150
N -2.2679 0.7769 -5.7170
N -2.7688 -0.1740 -3.8213
H -2.4319 1.0622 -6.6719
H -1.3078 0.7813 -5.4035
H -1.8024 -0.4605 -3.7565
H -3.4293 -0.3331 -3.0739
C 3.4972 -2.6381 0.6401
O 2.7408 -2.0042 1.3485
N 4.5084 -3.3157 1.0889
N 3.3566 -2.8513 -0.6311
H 4.5640 -3.3749 2.0956
H 5.1556 -3.7593 0.4529
H 4.0132 -3.4149 -1.1520
H 2.5434 -2.3801 -1.0009
C 3.0919 1.0949 2.8228
O 3.2535 2.0126 3.5842
N 1.9450 0.6980 2.4417
N 4.0757 0.3722 2.4039
H 1.2950 1.4168 2.7261
H 1.9694 -0.0642 1.7795
H 3.8055 -0.5103 1.9937
H 5.0259 0.5011 2.7210
C -2.7624 -0.4069 3.1995
O -2.5718 -0.8130 4.3117
N -2.3139 0.7477 2.8564
N -3.3634 -1.0724 2.2582
H -2.5640 1.1484 1.9636
H -1.5120 1.1246 3.3411
H -3.4034 -0.7314 1.3084
H -3.7161 -2.0093 2.3922
C 1.6185 0.1695 -1.4495
C 0.2046 0.1858 -0.9912
C -0.4416 -1.0719 -0.2893
O -0.1078 -2.1976 -1.0625
C -0.3334 -3.3964 -0.3600
N -0.0471 1.3491 -0.1735
H 2.3868 0.0561 -0.6847
H 1.9213 0.9577 -2.1388
H 1.6819 -0.6744 -2.1366
H -0.4079 0.3963 -1.8678
H -1.5144 -1.1598 -0.1171
H -0.0941 -1.1196 0.7428
H -0.2912 -4.1820 -1.1145
H -1.2972 -3.3821 0.1489
H 0.4524 -3.6453 0.3532
H 0.5305 1.3955 0.6538
H -0.9813 1.5203 0.1700
C 1.2846 8.6591 0.0574
C 1.4598 7.1865 -0.4913
C 1.6154 6.1655 0.6101
O 1.9716 4.9495 -0.0990
C 2.5560 3.9611 0.6458
N 0.1904 7.0260 -1.2607
H 2.1878 9.0807 0.4984
H 0.4808 8.7054 0.7922
H 1.0080 9.4002 -0.6925
H 2.3420 7.1549 -1.1308
H 0.7350 6.0325 1.2389
H 2.4246 6.4069 1.2992
H 3.5049 4.2511 1.0969
H 2.7591 3.0788 0.0388
H 1.9091 3.6041 1.4471
H -0.5163 7.0770 -0.5409
H 0.1148 6.0454 -1.4906

Its HOMO energy is -8.77 eV. As for the spin multiplicity: 1. The calculation puts the energy above the lowest of the compared OMol25 structures with the same formula, charge and spin at 514.3 kJ/mol. As for the net charge: 0. The value obtained for the LUMO energy is -0.11 eV.

Results of the Mulliken charge analysis, in e, for atoms 1 through 2:
1. C -1.32
2. C 0.15



C21H74F3O19 | ωB97M-V/def2-TZVPD

CARTESIAN COORDINATES (ANGSTROEM)
C 1.3942 0.3134 0.5771
O 0.1656 0.6568 -0.0408
O 2.0079 1.5885 0.7068
C 1.0995 -0.6386 1.7479
F 0.3542 -0.0750 2.6860
F 0.4554 -1.7080 1.2455
F 2.1880 -1.1253 2.3156
C -0.2396 -0.1619 -1.1617
C -1.7465 0.1944 -1.5085
H -2.3820 0.2276 -0.6236
H -1.8925 1.1827 -1.9446
H -2.1037 -0.5796 -2.1878
H -0.1526 -1.2297 -0.9606
H 0.4059 0.0534 -2.0132
H 1.9943 -0.2610 -0.1287
C -7.7022 3.9570 -2.5780
O -8.0424 4.0875 -1.2433
H -8.6380 3.6619 -3.0526
H -7.4023 4.9300 -2.9671
H -6.9077 3.2529 -2.8255
H -8.9644 4.3484 -1.3020
C -0.0203 -0.8206 -7.4429
O 0.5275 -1.6532 -6.4668
H 0.7006 -0.5537 -8.2157
H -0.7329 -1.4832 -7.9339
H -0.4616 0.0853 -7.0273
H 1.1233 -1.0772 -5.9822
C 0.9721 -6.8785 2.2844
O 0.6305 -8.1349 2.7388
H 1.5532 -6.2986 3.0013
H 1.5711 -7.1439 1.4133
H 0.0407 -6.3853 2.0061
H 1.4238 -8.6698 2.8183
C 7.1371 4.2736 -0.2538
O 6.4159 5.2175 -1.0646
H 8.1121 4.6346 0.0735
H 6.5626 4.1063 0.6572
H 7.3041 3.3550 -0.8164
H 6.9122 5.4225 -1.8603
C -8.5355 0.1063 1.6773
O -7.3734 0.4275 0.9680
H -9.3583 0.1624 0.9645
H -8.4319 -0.9217 2.0246
H -8.7067 0.8356 2.4691
H -7.6087 1.2075 0.4603
C -2.9782 -4.5680 -4.3391
O -1.8776 -4.8193 -5.1694
H -2.6508 -4.4052 -3.3123
H -3.6428 -3.7963 -4.7276
H -3.5850 -5.4718 -4.2853
H -1.3943 -3.9917 -5.2246
C 6.0872 -5.5482 2.3691
O 6.2605 -4.3254 1.6559
H 5.5129 -5.3299 3.2694
H 5.6369 -6.3463 1.7789
H 7.0509 -5.9121 2.7254
H 6.3920 -3.6172 2.2906
C -3.5518 2.2293 5.1193
O -3.5385 3.3964 5.9628
H -4.4765 2.0525 4.5699
H -2.8025 2.2750 4.3290
H -3.4387 1.3297 5.7242
H -2.8450 3.3376 6.6240
C -4.1827 -2.6414 2.9788
O -4.8182 -2.7900 1.7706
H -4.6124 -1.7385 3.4127
H -4.3026 -3.4714 3.6750
H -3.1020 -2.5474 2.8721
H -5.2132 -1.9370 1.5761
C 7.0311 0.1241 3.9743
O 7.0248 -1.1553 4.5735
H 7.5276 0.8380 4.6314
H 7.3929 0.1072 2.9462
H 5.9776 0.3879 3.8812
H 6.7343 -1.0267 5.4794
C 5.0471 0.6310 -3.7003
O 3.9684 0.5234 -4.5915
H 5.1185 -0.3099 -3.1546
H 5.9785 0.7863 -4.2447
H 4.8031 1.3975 -2.9647
H 4.1035 1.1898 -5.2692
C -5.3181 0.0020 -8.0189
O -4.7688 1.1218 -8.6978
H -6.2967 0.2968 -7.6401
H -5.3387 -0.9533 -8.5433
H -4.6920 -0.0773 -7.1302
H -4.6966 1.8727 -8.1041
C 3.8560 -4.8850 -2.7650
O 5.2689 -4.6474 -2.5377
H 3.4659 -5.8138 -2.3486
H 3.2416 -4.0862 -2.3496
H 3.6656 -4.8991 -3.8381
H 5.3576 -4.4196 -1.6094
C 0.3678 4.2804 -4.3645
O 1.1433 4.3061 -3.1943
H 0.6933 3.5872 -5.1402
H -0.6852 4.1483 -4.1160
H 0.3477 5.2888 -4.7779
H 1.3718 3.3969 -2.9875
C 1.8045 0.1754 9.0332
O 1.4684 0.9542 10.1770
H 1.8293 -0.8084 9.5019
H 0.9625 0.1253 8.3427
H 2.6923 0.3751 8.4333
H 0.5625 1.2449 10.0489
C -2.9765 4.5892 0.1530
O -1.5691 4.4410 0.2747
H -3.2124 5.5545 0.6009
H -3.2082 4.6475 -0.9105
H -3.5552 3.7965 0.6273
H -1.3968 3.4976 0.2304
C 1.6741 3.9843 5.6218
O 1.9942 5.2004 5.0336
H 2.4868 3.2790 5.4482
H 1.4821 4.0736 6.6910
H 0.8133 3.5737 5.0940
H 2.8803 5.4318 5.3216

Its HOMO energy is -3.36 eV. As for the spin multiplicity: 1. The calculation puts the energy above the lowest of the compared OMol25 structures with the same formula, charge and spin at 474.1 kJ/mol. As for the net charge: -1. The value obtained for the LUMO energy is 1.65 eV.

Results of the Mulliken charge analysis, in e, for atoms 1 through 2:
1. C -0.18
2. O -0.22



C21H74O16 | ωB97M-V/def2-TZVPD

CARTESIAN COORDINATES (ANGSTROEM)
C 14.8947 11.6550 9.3191
C 15.7157 11.7195 10.6585
C 16.9963 12.3535 10.4409
O 15.0366 12.3830 11.6901
H 13.8744 11.4291 9.6705
H 15.3723 11.0284 8.6145
H 14.8560 12.5849 8.8207
H 15.9357 10.6592 10.9040
H 16.7588 13.4439 10.2905
H 17.4689 11.9122 9.5050
H 17.7258 12.3711 11.2627
H 15.5445 12.0466 12.4827
C 13.5713 13.7176 14.3259
C 12.3360 13.0864 14.9553
C 12.2971 11.6359 14.5682
O 12.3901 13.2577 16.4072
H 13.5745 14.8002 14.5334
H 13.5485 13.5837 13.2690
H 14.5130 13.2438 14.6289
H 11.4777 13.6773 14.6399
H 13.2833 11.2479 14.7566
H 12.1303 11.5150 13.5185
H 11.5389 11.0789 15.1232
H 11.4661 13.0715 16.6442
C 10.1829 7.7595 17.7862
C 9.8398 9.1855 18.2278
C 9.6066 9.3879 19.7810
O 10.7510 10.1289 17.6490
H 10.3868 7.8970 16.7524
H 9.3639 7.0210 18.0036
H 11.0856 7.2637 18.2052
H 8.8684 9.4395 17.7748
H 8.7249 8.7693 19.9573
H 9.3410 10.4219 19.7789
H 10.4403 9.2123 20.4514
H 10.3889 11.0303 17.8139
C 7.9507 9.8260 14.5982
C 7.1931 10.8736 13.7818
C 6.6543 11.9820 14.6782
O 8.0413 11.4208 12.8262
H 8.6388 9.2111 14.0088
H 7.1780 9.2234 15.1444
H 8.5800 10.2682 15.3670
H 6.3293 10.3424 13.3131
H 5.9532 11.4571 15.3808
H 6.1017 12.6940 14.0143
H 7.4079 12.4447 15.2803
H 8.3603 12.3183 13.1048
C 13.5420 17.4720 14.6538
C 12.3055 17.4400 15.4408
C 11.2477 18.4440 14.9510
O 11.6304 16.1458 15.2690
H 13.8753 18.4830 14.8816
H 13.3801 17.3585 13.6476
H 14.2970 16.7471 15.0342
H 12.5191 17.5857 16.4702
H 11.1135 18.3070 13.8592
H 11.6350 19.4580 15.1644
H 10.3443 18.2670 15.4939
H 12.0524 15.3478 15.6600
C 8.7997 14.6428 19.4743
C 9.9588 13.8329 19.0144
C 10.6867 13.0072 20.1086
O 9.7072 12.9099 17.9363
H 9.0757 15.3111 20.3438
H 8.0014 13.9996 19.8373
H 8.5452 15.2187 18.6498
H 10.7510 14.5461 18.6428
H 11.1130 13.7400 20.8518
H 11.5134 12.4149 19.6276
H 10.0338 12.3840 20.7305
H 9.2244 13.3745 17.2756
C 12.0562 7.9335 13.6168
C 12.8996 7.3039 14.7729
C 12.6642 5.8112 14.9984
O 14.2382 7.6625 14.3789
H 11.9653 7.1752 12.8102
H 12.6224 8.7909 13.2373
H 11.0092 8.0898 13.9603
H 12.6457 7.7473 15.7713
H 11.6923 5.6333 15.3215
H 13.3116 5.4647 15.7567
H 12.8423 5.2977 14.0468
H 14.8670 7.1210 14.9432
O 11.0074 15.2109 12.1202
H 11.7788 14.9030 11.6309
H 11.3581 15.6786 12.9340
O 8.8966 14.0501 12.9382
H 8.4691 14.2615 12.0981
H 9.8101 14.2872 12.7078
O 9.3328 14.5416 15.6649
H 9.6029 15.4830 15.5578
H 8.8191 14.2236 14.8969
O 16.8541 11.5226 14.5383
H 16.5910 10.8451 15.2495
H 16.9631 12.4328 14.8792
O 12.2812 13.4404 10.6503
H 11.5366 12.9416 10.9514
H 13.1772 13.0883 10.8771
O 15.3004 9.5083 16.2373
H 14.6699 10.0990 16.6932
H 14.8023 9.1343 15.4949
O 10.2078 11.1767 11.3019
H 9.3951 11.0026 11.8443
H 10.3944 10.2917 10.9206
O 16.2116 6.7918 16.5136
H 16.2171 7.7967 16.4555
H 16.9649 6.5101 16.0259
O 13.4681 10.6930 17.4994
H 13.2970 11.6262 17.1303
H 12.6385 10.2688 17.5414

Its HOMO energy is -10.05 eV. As for the spin multiplicity: 1. The calculation puts the energy above the lowest of the compared OMol25 structures with the same formula, charge and spin at 40.7 kJ/mol. As for the net charge: 0. The value obtained for the LUMO energy is 0.51 eV.

Results of the Mulliken charge analysis, in e, for atoms 1 through 2:
1. C -1.58
2. C 0.82